(1)
{
  "formula": "C4H17N2O2",
  "method": "ωB97M-V/def2-TZVPD",
  "e_lumo_ev": [0.46, 0.34],
  "homo_energy_ev": [-2.764, -8.894],
  "relative_energy_kj_mol": 377.7,
  "orbital_gap_ev": [3.22, 9.23],
  "e_tot_ev": -11492.582,
  "max_force_ev_per_a": 5.5,
  "spin_multiplicity": 2,
  "s_squared": 0.75,
  "species": ["N", "C", "C", "C", "N", "C", "H", "H", "H", "H", "H", "H", "H", "H", "H", "H", "H", "H", "H", "H", "H", "O", "H", "H", "O"],
  "coordinates": [[0.473, 0.019, 0.919], [0.072, -0.653, -0.450], [1.331, -0.623, -1.213], [-0.954, 0.235, -1.112], [-2.165, 0.733, -0.471], [-2.498, 0.112, 0.742], [0.861, 0.932, 0.732], [-0.187, -0.118, 1.632], [1.246, -0.675, 1.355], [-0.365, -1.589, -0.207], [1.393, -1.798, -1.441], [2.181, -0.111, -0.826], [1.238, -0.102, -2.199], [-0.481, 1.395, -1.081], [-1.150, -0.226, -2.136], [-2.991, 0.580, -1.172], [-3.476, -0.090, 1.009], [-2.126, -0.882, 1.043], [-2.280, 0.689, 1.618], [2.677, -2.857, 1.779], [2.279, -2.940, 0.231], [2.547, -2.304, 0.974], [0.492, 3.360, 0.740], [1.233, 3.832, -0.380], [0.650, 3.081, -0.086]]
}

***

(2)
{
  "formula": "C4H17N2O2",
  "method": "ωB97M-V/def2-TZVPD",
  "e_lumo_ev": -2.75,
  "total_charge": 1,
  "homo_energy_ev": -13.264,
  "relative_energy_kj_mol": 116.1,
  "orbital_gap_ev": 10.52,
  "e_tot_ev": -11492.688,
  "max_force_ev_per_a": 3.9,
  "species": ["C", "N", "C", "N", "C", "C", "H", "H", "H", "H", "H", "H", "H", "H", "H", "H", "H", "H", "H", "H", "H", "O", "H", "H", "O"],
  "coordinates": [[-1.090, -0.710, 1.706], [-2.100, 0.083, 1.029], [0.306, -0.491, 1.056], [0.125, -0.496, -0.421], [-0.659, -1.576, -1.118], [0.789, 0.882, 1.465], [-1.356, -1.745, 1.489], [-0.992, -0.489, 2.769], [-3.046, -0.247, 1.183], [-2.161, 1.063, 1.282], [0.931, -1.281, 1.461], [1.076, -0.568, -0.833], [-0.171, 0.427, -0.752], [-0.303, -1.626, -2.142], [-1.700, -1.302, -1.091], [-0.324, -2.499, -0.651], [0.600, 1.275, 2.432], [0.112, 1.577, 0.907], [1.651, 1.382, 1.015], [3.411, -0.838, -0.935], [2.968, 0.583, -1.616], [2.888, -0.038, -0.891], [-0.422, 1.930, -3.165], [-0.396, 2.791, -1.937], [-0.138, 1.914, -2.243]]
}

***

(3)
{
  "formula": "C4H17N2O2",
  "method": "ωB97M-V/def2-TZVPD",
  "e_lumo_ev": -3.11,
  "total_charge": 1,
  "homo_energy_ev": -12.601,
  "relative_energy_kj_mol": 142.6,
  "orbital_gap_ev": 9.49,
  "e_tot_ev": -11492.413,
  "max_force_ev_per_a": 2.0,
  "species": ["N", "C", "C", "N", "C", "C", "H", "H", "H", "H", "H", "H", "H", "H", "H", "H", "H", "H", "H", "H", "H", "O", "H", "H", "O"],
  "coordinates": [[-1.682, -0.790, -1.391], [-1.881, 0.252, -0.326], [-0.495, 0.786, 0.102], [0.302, -0.312, 0.596], [1.720, -0.035, 0.291], [2.643, -1.023, 0.988], [-1.866, -0.358, -2.394], [-2.252, -1.617, -1.252], [-0.689, -1.038, -1.269], [-2.547, 1.011, -0.713], [-2.354, -0.299, 0.498], [-0.566, 1.607, 0.796], [-0.117, 1.077, -0.888], [0.182, -0.726, 1.507], [1.961, 1.043, 0.410], [1.859, -0.200, -0.799], [3.466, -1.362, 0.356], [2.960, -0.572, 1.930], [2.105, -1.967, 1.172], [-1.968, 1.328, -3.392], [-2.026, 0.323, -4.523], [-2.262, 0.418, -3.592], [1.921, 0.748, 4.481], [1.701, 1.323, 3.072], [1.744, 0.490, 3.569]]
}

***

(4)
{
  "formula": "C4H17N2O2",
  "method": "ωB97M-V/def2-TZVPD",
  "e_lumo_ev": -2.79,
  "total_charge": 1,
  "homo_energy_ev": -13.510,
  "relative_energy_kj_mol": 251.9,
  "orbital_gap_ev": 10.72,
  "e_tot_ev": -11491.280,
  "max_force_ev_per_a": 5.2,
  "species": ["C", "C", "C", "C", "N", "N", "H", "H", "H", "H", "H", "H", "H", "H", "H", "H", "H", "H", "H", "H", "H", "O", "H", "H", "O"],
  "coordinates": [[-0.974, -1.656, -1.190], [-1.372, -0.103, -1.400], [-0.047, 0.728, -1.793], [0.628, 1.442, -0.682], [0.799, 0.384, 0.428], [-1.964, 0.528, -0.245], [-1.259, -1.930, -0.094], [-1.582, -2.245, -1.963], [0.002, -1.830, -1.577], [-2.141, -0.006, -2.240], [-0.482, 1.403, -2.625], [0.496, -0.104, -2.380], [1.647, 1.732, -1.077], [0.073, 2.362, -0.330], [0.818, -0.667, 0.214], [1.538, 0.525, 1.062], [-2.047, 1.555, -0.316], [-2.937, 0.265, -0.155], [-0.300, 0.454, 0.873], [2.715, -2.053, 1.691], [2.195, -2.700, 0.516], [2.080, -1.941, 1.041], [1.047, 1.409, 3.106], [-0.350, 1.451, 3.224], [0.334, 0.882, 2.857]]
}

***

(5)
{
  "formula": "C4H17NO5S",
  "method": "ωB97M-V/def2-TZVPD",
  "e_lumo_ev": 0.20,
  "homo_energy_ev": -8.844,
  "relative_energy_kj_mol": 91.5,
  "orbital_gap_ev": 9.04,
  "e_tot_ev": -26986.677,
  "max_force_ev_per_a": 2.2,
  "smiles": "C[C@H](CS)NC=O.O.O.O.O",
  "species": ["O", "C", "N", "C", "C", "S", "C", "H", "H", "H", "H", "H", "H", "H", "H", "H", "H", "H", "O", "H", "H", "O", "H", "H", "O", "H", "H", "O"],
  "coordinates": [[1.442, 0.108, -0.878], [0.594, -0.594, -1.397], [-0.450, -1.061, -0.651], [-0.595, -0.766, 0.779], [-1.381, 0.514, 0.986], [-0.888, 2.135, 0.393], [-1.258, -1.932, 1.505], [0.603, -1.047, -2.395], [-1.267, -1.477, -1.077], [0.386, -0.595, 1.223], [-2.411, 0.386, 0.629], [-1.406, 0.753, 2.062], [-0.143, 1.847, -0.709], [-0.576, -2.764, 1.693], [-2.086, -2.238, 0.855], [-1.652, -1.705, 2.499], [-4.469, -1.300, -1.492], [-3.610, -2.111, -2.473], [-3.559, -1.521, -1.722], [2.696, 2.747, -2.806], [1.662, 1.524, -2.888], [1.984, 2.335, -3.319], [2.003, -0.367, 3.654], [1.311, 0.753, 2.837], [1.971, 0.049, 2.784], [2.960, 1.946, -0.151], [4.308, 2.025, 0.402], [3.831, 2.357, -0.342]]
}

***

(6)
{
  "formula": "C4H18BO17",
  "method": "ωB97M-V/def2-TZVPD",
  "e_lumo_ev": 2.00,
  "total_charge": -1,
  "homo_energy_ev": -7.410,
  "relative_energy_kj_mol": 248.6,
  "orbital_gap_ev": 9.41,
  "e_tot_ev": -39931.210,
  "max_force_ev_per_a": 4.4,
  "species": ["O", "C", "O", "B", "O", "C", "O", "O", "C", "O", "C", "O", "O", "O", "H", "H", "O", "H", "H", "O", "H", "H", "O", "H", "H", "O", "H", "H", "O", "H", "H", "O", "H", "H", "O", "H", "H", "O", "H", "H"],
  "coordinates": [[0.760, 3.106, -0.976], [0.559, 1.880, -1.033], [-0.415, 1.266, -0.473], [-0.327, -0.162, -0.793], [0.744, -0.311, -1.791], [1.445, 0.843, -1.819], [2.436, 1.155, -2.457], [-1.684, -0.731, -1.229], [-2.201, -1.563, -0.327], [-3.317, -2.127, -0.295], [-1.146, -1.660, 0.786], [-0.049, -0.926, 0.470], [-1.316, -2.407, 1.779], [3.924, -4.973, 2.781], [4.644, -4.444, 2.438], [3.135, -4.475, 2.564], [-0.890, -6.604, 7.507], [-1.567, -6.449, 8.166], [-1.250, -6.233, 6.701], [-2.966, 4.388, 4.958], [-2.237, 4.169, 4.378], [-3.744, 4.082, 4.492], [-1.149, 9.185, -0.585], [-1.144, 9.881, -1.242], [-0.630, 8.482, -0.976], [5.259, 6.626, -6.946], [4.942, 7.508, -6.753], [5.729, 6.361, -6.155], [-6.821, -7.705, 1.315], [-6.689, -6.827, 0.959], [-5.939, -8.019, 1.515], [6.709, -1.963, -0.189], [6.748, -1.590, -1.069], [7.438, -2.582, -0.158], [6.121, 6.902, -2.008], [5.859, 7.416, -1.244], [5.339, 6.404, -2.242], [-9.073, -6.026, -3.589], [-8.174, -6.336, -3.698], [-9.061, -5.543, -2.762]]
}